Record 1
The following is a DFT calculation (ωB97M-V/def2-TZVPD) of one molecule with the formula C3H6N2OS in a non-equilibrium geometry.

The geometry in XYZ format:
```
13
Properties=species:S:1:pos:R:3:forces:R:3:mulliken_charge:R:1
C 2.263 -0.243 0.096 0.85 -0.37 1.04 -0.822
C 0.102 0.850 -0.093 -0.01 0.76 -0.48 0.584
C -2.649 -0.124 0.035 -2.05 1.52 -0.12 -0.186
H 1.997 -0.748 1.059 -0.15 0.43 -0.74 0.373
H 3.329 0.078 0.239 -1.15 0.10 -0.42 0.230
H 2.224 -0.947 -0.723 0.15 -0.42 -0.23 0.345
H 0.282 -1.206 -0.262 -1.35 1.60 0.21 0.337
H -2.612 0.949 -0.013 0.27 0.27 0.19 0.185
H -3.646 -0.539 0.130 0.15 -0.47 -0.06 0.250
N -0.402 -0.408 -0.155 1.31 -1.01 -0.19 0.359
N -1.682 -0.891 -0.083 1.30 -1.46 0.23 -0.977
O 1.449 0.876 -0.210 0.20 0.42 0.53 -0.296
S -0.656 2.353 -0.020 0.48 -1.36 0.03 -0.383
```
Forces are in eV/Å.

The HOMO-LUMO gap is 9.08 eV. For the LUMO energy, the calculation gives 0.58 eV. The relative energy (zero: lowest compared OMol25 entry of this formula, charge and spin) comes out at 73.3 kcal/mol. Its strongest force on any atom is 2.556 eV/Å. The spin multiplicity is 1.

Record 2
The following is a DFT calculation (ωB97M-V/def2-TZVPD) of C30H35N7OS5SiZr as an isolated structure in a non-equilibrium geometry.

The geometry in XYZ format:
```
80
Properties=species:S:1:pos:R:3:forces:R:3:mulliken_charge:R:1
Zr -0.543 -0.201 -0.557 0.96 -0.50 0.17 -0.693
C -2.125 -1.826 3.152 -0.10 0.10 -0.07 -1.311
C -2.404 -0.751 3.989 0.00 -0.01 -0.04 -0.616
C -2.451 0.520 3.460 0.00 -0.02 -0.01 -0.457
C -2.152 0.723 2.112 -0.09 0.09 -0.04 -0.077
N -1.873 -0.318 1.310 -0.15 0.16 0.13 1.010
C -1.894 -1.560 1.821 -0.09 -0.08 -0.03 -0.298
N -2.190 2.034 1.667 0.04 0.01 -0.05 -0.529
C -1.735 2.496 0.564 -0.01 -0.07 -0.09 -0.112
N -1.036 1.875 -0.478 -0.11 0.34 0.00 0.785
C -0.838 2.793 -1.502 -0.07 -0.03 0.09 -0.168
N -0.322 2.660 -2.669 0.02 0.01 0.03 -0.389
C 0.115 1.492 -3.259 -0.11 0.05 -0.07 -0.029
C 0.810 1.634 -4.468 -0.01 0.02 0.01 -0.585
C 1.241 0.522 -5.147 0.00 -0.06 0.01 -0.465
C 0.943 -0.745 -4.644 -0.10 0.04 0.02 -1.018
C 0.243 -0.820 -3.467 -0.12 0.00 -0.07 -0.015
N -0.142 0.268 -2.770 -0.07 0.23 -0.08 0.751
C -1.388 4.094 -1.064 0.07 0.02 -0.07 -0.004
C -1.424 5.319 -1.702 -0.01 0.00 0.03 -0.054
C -2.035 6.367 -1.028 0.00 -0.02 0.01 -0.689
C -2.596 6.182 0.237 0.01 -0.03 0.00 -0.655
C -2.558 4.944 0.866 0.01 0.03 -0.05 -0.186
C -1.941 3.911 0.187 0.01 0.01 0.12 0.048
H -2.100 -2.844 3.510 0.01 -0.02 0.01 0.561
H -2.593 -0.910 5.042 -0.01 -0.01 0.02 0.442
H -2.683 1.387 4.059 0.00 0.01 0.01 0.555
H -1.706 -2.365 1.118 0.07 0.04 0.04 0.561
H 0.994 2.636 -4.823 0.00 0.01 -0.01 0.524
H 1.794 0.629 -6.070 0.01 0.00 -0.02 0.415
H 1.239 -1.648 -5.155 0.01 -0.01 -0.01 0.461
H -0.041 -1.782 -3.050 0.06 0.05 0.03 0.210
H -0.990 5.443 -2.684 0.01 0.00 -0.03 0.548
H -2.082 7.345 -1.488 0.00 0.03 -0.01 0.412
H -3.067 7.019 0.734 -0.01 0.03 0.01 0.421
H -2.989 4.785 1.843 -0.02 -0.01 0.04 0.542
O 2.012 -4.371 4.479 0.00 -0.09 0.09 -0.587
C 1.726 -3.618 3.591 0.03 0.09 -0.05 0.568
S 1.383 -4.128 1.928 -0.02 -0.02 -0.03 -0.195
C 1.109 -2.523 1.269 -0.12 -0.01 -0.01 0.323
C 1.203 -1.479 2.115 -0.14 0.05 0.02 0.384
S 0.968 0.197 1.720 -0.05 -0.01 -0.11 -0.401
S 1.597 -1.859 3.783 0.01 0.00 0.00 -0.154
S 0.741 -2.435 -0.452 0.05 -0.34 0.11 -1.024
C -4.625 -2.483 0.170 0.04 -0.01 -0.03 -1.065
Si -3.452 -2.512 -1.310 -0.10 0.00 -0.02 0.285
C -4.487 -2.727 -2.867 -0.01 0.01 0.06 -1.222
C -2.410 -4.070 -1.182 -0.01 0.02 0.01 -0.955
C -2.516 -0.902 -1.441 0.14 -0.21 0.06 -0.145
H -5.534 -3.044 -0.056 -0.03 -0.04 -0.01 0.423
H -4.920 -1.466 0.431 -0.03 0.05 0.00 0.327
H -4.180 -2.935 1.057 0.02 -0.01 0.04 0.281
H -5.150 -3.590 -2.775 -0.03 -0.04 -0.02 0.314
H -3.854 -2.886 -3.742 0.05 0.01 -0.04 0.308
H -5.103 -1.848 -3.062 -0.04 0.04 0.00 0.316
H -3.076 -4.927 -1.315 0.00 -0.06 0.00 0.399
H -1.907 -4.188 -0.222 0.02 0.02 0.03 0.277
H -1.638 -4.126 -1.951 0.00 0.02 -0.05 0.246
H -3.207 -0.145 -1.037 0.04 0.01 -0.07 0.323
H -2.437 -0.692 -2.516 -0.01 -0.01 0.04 0.664
C 5.778 -1.931 0.886 0.00 0.02 -0.01 -1.495
C 4.367 -1.509 1.263 -0.03 -0.01 0.04 0.256
N 3.652 -0.871 0.164 0.04 0.15 -0.10 0.220
C 3.441 0.409 -0.134 0.01 -0.53 -0.05 0.350
S 2.307 0.724 -1.392 -0.12 0.38 -0.03 -0.411
N 4.078 1.444 0.412 -0.18 0.23 0.01 -0.038
C 5.033 1.537 1.509 0.11 -0.07 -0.04 -0.354
C 4.378 1.741 2.866 0.00 0.00 -0.01 -0.745
H 6.275 -2.389 1.741 0.02 -0.02 0.04 0.380
H 6.376 -1.084 0.550 0.01 0.00 0.00 0.299
H 5.755 -2.660 0.076 -0.01 -0.01 -0.03 0.386
H 4.351 -0.863 2.139 0.02 0.01 0.00 0.083
H 3.776 -2.386 1.533 0.08 0.03 -0.02 0.033
H 3.036 -1.476 -0.370 0.03 0.01 0.05 0.078
H 3.685 2.318 0.092 0.07 -0.07 0.01 0.238
H 5.676 2.387 1.273 0.01 -0.02 0.04 0.455
H 5.677 0.661 1.504 -0.05 0.05 0.01 -0.057
H 3.797 2.662 2.882 -0.02 0.04 -0.01 0.332
H 5.144 1.805 3.639 0.02 0.00 0.05 0.366
H 3.695 0.928 3.107 -0.02 -0.04 0.00 0.040
```
Forces are in eV/Å.

The HOMO-LUMO gap is 5.98 eV. For the LUMO energy, the calculation gives -0.95 eV. The relative energy (zero: lowest compared OMol25 entry of this formula, charge and spin) comes out at 7.4 kcal/mol. Its strongest force on any atom is 1.096 eV/Å. The spin multiplicity is 1.

Record 3
The following is a DFT calculation (ωB97M-V/def2-TZVPD) of C15H21F3MnN4OSiTe as an isolated structure in a non-equilibrium geometry.

The geometry in XYZ format:
```
47
Properties=species:S:1:pos:R:3:forces:R:3:mulliken_charge:R:1
Mn -0.561 0.629 -0.387 -1.25 1.53 1.83 0.334
N 1.995 -1.707 4.584 -0.41 -1.15 -1.30 -0.431
C 1.429 -1.167 3.428 -0.13 -0.59 0.83 0.704
O 1.102 -1.860 2.460 0.37 0.38 0.41 -0.644
C 1.209 0.275 3.502 -0.17 -0.40 -0.19 -0.029
C 0.696 0.897 2.389 0.10 0.54 -1.48 0.862
N 0.357 1.369 1.362 0.15 -0.73 1.38 -0.815
C 1.671 1.001 4.606 0.71 1.09 0.61 -0.290
N 2.163 1.598 5.473 -0.55 -0.50 -0.38 -0.511
H 2.186 -1.151 5.395 -0.03 0.09 0.08 0.177
H 2.012 -2.736 4.656 0.02 1.21 -0.10 0.248
C -0.792 -2.789 -0.381 -0.06 1.19 -1.44 -1.006
Si -1.952 -1.252 -0.364 -0.97 -1.80 -0.83 0.455
C -3.022 -1.397 -2.033 -0.96 -0.24 0.71 -1.023
C -2.913 -1.455 1.261 -1.28 -0.26 -0.68 -1.022
H -0.674 -3.179 -1.429 0.14 0.23 1.07 0.271
H -1.184 -3.512 0.276 -0.53 -1.23 0.60 0.438
H 0.137 -2.457 0.070 0.34 -0.31 -0.14 0.112
H -3.905 -2.127 -1.974 1.18 0.94 0.04 0.287
H -2.335 -1.804 -2.808 -0.45 0.55 0.31 0.258
H -3.460 -0.391 -2.318 0.60 -1.13 0.04 0.229
H -3.432 -2.440 1.324 0.26 0.60 -0.06 0.342
H -3.676 -0.659 1.397 0.40 -0.46 0.09 0.291
H -2.189 -1.420 2.058 0.30 0.13 0.46 0.295
C -2.326 4.362 -0.178 -1.58 0.59 0.61 -0.975
Te -2.844 2.258 -0.175 0.22 0.84 0.56 0.300
C -2.700 2.232 1.996 0.11 -0.82 -0.11 -1.045
H -3.285 4.963 -0.126 1.18 -0.68 -0.05 0.294
H -1.763 4.674 -1.038 0.18 -0.12 -0.45 0.344
H -1.738 4.548 0.723 -0.07 -0.08 -0.12 0.304
H -1.722 2.653 2.261 -0.54 0.09 -0.05 0.357
H -2.712 1.184 2.336 0.08 0.33 -0.33 0.237
H -3.574 2.711 2.441 0.32 0.26 -0.22 0.442
F 4.906 -1.543 -3.704 -1.08 1.49 -1.47 -0.251
C 4.041 -0.612 -4.272 2.10 -0.55 -2.35 0.830
F 3.452 -1.181 -5.416 0.87 0.68 2.29 -0.238
F 4.806 0.449 -4.813 -1.35 -1.88 1.48 -0.254
C 3.056 -0.208 -3.248 -1.28 -0.14 1.94 0.423
C 2.254 0.930 -3.391 -0.15 0.01 0.05 -0.835
C 1.219 1.149 -2.469 1.57 -1.90 0.03 -0.189
N 1.022 0.312 -1.430 2.46 0.50 -1.59 -0.021
C 1.914 -0.680 -1.172 -1.23 0.02 0.39 -0.134
C 2.888 -1.026 -2.062 0.93 0.99 -1.62 -0.861
H 2.390 1.675 -4.183 0.07 -0.58 0.15 0.407
H 0.558 1.972 -2.566 -0.53 0.62 -0.11 0.559
H 1.734 -1.237 -0.234 0.24 0.35 -0.60 0.317
H 3.564 -1.851 -1.828 -0.31 0.30 -0.29 0.456
```
Forces are in eV/Å.

The HOMO-LUMO gap (spin up / spin down) is 5.46 / 6.35 eV. For the LUMO energy (spin up / spin down), the calculation gives -1.38 / -1.56 eV. As for the expectation value of S²: 8.77. The relative energy (zero: lowest compared OMol25 entry of this formula, charge and spin) comes out at 0.0 kcal/mol. Its strongest force on any atom is 3.197 eV/Å. The spin multiplicity is 6.

Record 4
The following is a DFT calculation (ωB97M-V/def2-TZVPD) of C32H55NO2P2STc as an isolated structure in a non-equilibrium geometry.

The geometry in XYZ format:
```
94
Properties=species:S:1:pos:R:3:forces:R:3:mulliken_charge:R:1
Tc 0.064 -0.144 -1.399 1.13 -0.69 -1.16 -1.533
C 1.258 0.407 0.223 -0.67 1.53 4.09 0.147
O 2.316 0.600 0.783 -1.95 -0.88 -2.56 -0.494
C -1.811 0.059 -1.344 -6.18 1.24 2.05 0.604
O -2.955 0.266 -1.141 5.31 -1.02 -1.28 -0.286
P 0.138 2.129 -2.141 0.00 2.74 -1.88 1.279
C -0.020 1.963 -3.988 0.00 0.08 0.12 0.579
H 0.011 2.991 -4.370 0.00 -0.30 0.13 0.643
C -1.300 3.264 -1.761 -0.15 -0.63 0.39 0.675
H -2.169 2.606 -1.929 0.16 0.23 0.02 0.425
C 1.722 3.115 -1.999 0.25 -0.47 0.21 0.501
H 2.469 2.340 -2.255 -0.07 0.32 0.01 0.551
C 1.477 -3.283 0.135 0.54 0.43 -0.16 0.780
P 0.060 -2.463 -0.767 -0.30 -3.24 -0.13 1.137
H -0.327 -4.230 -2.383 0.16 0.29 -0.12 0.777
H 2.313 -3.110 -0.559 -0.14 -0.13 0.20 0.718
C -1.424 -3.385 -0.058 0.04 0.32 0.03 0.324
H -1.104 -4.442 -0.075 0.00 0.50 -0.03 0.733
C -1.334 3.688 -0.292 -0.33 0.25 0.24 -1.734
H -2.315 4.142 -0.084 0.27 -0.11 -0.02 0.539
H -0.573 4.442 -0.056 -0.26 -0.23 -0.12 0.279
H -1.213 2.834 0.384 0.02 0.04 -0.06 0.071
C -1.453 4.479 -2.674 -0.05 0.22 -0.12 -1.678
H -0.671 5.227 -2.508 -0.22 -0.22 -0.06 0.305
H -2.409 4.962 -2.432 0.18 -0.13 -0.06 0.503
H -1.485 4.221 -3.738 0.01 0.12 0.23 0.342
C 1.854 4.287 -2.979 0.16 0.15 -0.26 -1.678
H 1.589 4.055 -4.014 0.09 0.13 0.24 0.320
H 2.912 4.585 -2.975 -0.25 -0.07 -0.05 0.517
H 1.284 5.164 -2.645 0.18 -0.33 -0.13 0.355
C 2.074 3.643 -0.606 0.13 -0.03 0.28 -1.265
H 3.031 4.178 -0.695 -0.25 -0.18 0.12 0.497
H 2.214 2.844 0.129 -0.05 0.24 -0.06 0.178
H 1.339 4.364 -0.232 0.25 -0.18 -0.17 0.208
C 1.182 1.204 -4.538 0.26 0.35 0.05 -1.840
H 2.128 1.733 -4.370 -0.22 -0.04 -0.12 0.282
H 1.057 1.063 -5.618 0.17 -0.06 0.24 0.564
H 1.289 0.213 -4.073 0.05 0.05 -0.04 0.189
C -1.358 1.357 -4.416 -0.06 0.07 -0.05 -1.468
H -1.487 0.327 -4.059 -0.03 0.07 -0.12 0.052
H -1.395 1.334 -5.514 -0.10 -0.06 0.28 0.540
H -2.215 1.945 -4.063 0.17 -0.14 -0.15 0.312
C 1.296 -4.796 0.311 -0.07 -0.07 -0.01 -1.899
H 1.006 -5.311 -0.612 0.00 0.07 0.18 0.397
H 0.556 -5.019 1.092 0.23 -0.02 -0.20 0.371
H 2.258 -5.223 0.627 -0.24 0.12 -0.08 0.512
C 1.876 -2.634 1.463 -0.01 0.20 0.21 -1.092
H 1.017 -2.469 2.126 0.13 -0.07 -0.12 -0.107
C -0.647 -2.370 -3.430 -0.38 -0.69 0.41 -0.573
H 2.385 -1.675 1.318 -0.05 -0.27 0.08 0.279
H 2.567 -3.305 1.991 -0.10 0.20 -0.16 0.571
C 1.612 -3.436 -2.944 -0.16 0.01 -0.02 -1.754
H -0.322 -1.306 -3.356 0.10 0.16 -0.29 -0.637
H -0.466 -2.711 -4.451 -0.16 0.33 0.18 0.890
H -1.730 -2.400 -3.262 0.29 0.11 0.10 0.051
C 0.161 -3.245 -2.471 -0.04 -0.18 0.47 0.159
H 1.613 -3.656 -4.019 0.07 -0.01 0.24 0.489
H 2.100 -4.273 -2.427 -0.09 0.30 -0.20 0.359
H 2.216 -2.529 -2.788 -0.01 -0.12 -0.10 0.303
C -2.692 -3.275 -0.906 -0.03 0.02 -0.01 -1.534
H -3.035 -2.236 -0.990 -0.04 -0.30 0.00 0.222
H -3.484 -3.850 -0.404 0.15 0.17 -0.25 0.484
H -2.559 -3.693 -1.911 -0.13 0.05 0.32 0.405
C -1.718 -2.988 1.390 -0.18 -0.11 0.29 -1.497
H -2.065 -1.946 1.465 0.08 -0.10 -0.08 0.290
H -0.865 -3.133 2.067 -0.17 0.02 -0.23 -0.006
H -2.540 -3.616 1.767 0.21 0.18 -0.09 0.562
H 0.670 -1.554 -5.270 -0.01 0.64 -0.57 0.158
H 0.393 -0.865 -5.388 0.26 -0.77 -0.33 -0.075
N -0.052 0.455 0.496 2.28 -0.03 -0.04 1.254
S -1.814 0.183 3.874 -0.10 -0.67 0.21 0.093
C -0.766 -1.075 4.516 0.46 1.08 -0.25 0.941
C -1.355 -2.259 4.997 -0.32 -1.64 0.24 -0.550
C -0.554 -3.302 5.457 -1.26 0.38 -0.13 -0.622
C 0.834 -3.162 5.456 -0.40 -1.15 0.28 -0.505
C 1.427 -2.003 4.953 0.18 2.38 -0.93 -0.478
C 0.632 -0.943 4.492 1.14 -0.49 0.50 -0.420
C -1.053 1.657 4.449 0.67 0.80 -2.59 0.309
C -0.679 2.663 3.534 -0.43 -1.02 0.23 0.360
C -0.065 3.822 4.006 -0.46 -0.43 -1.82 -0.386
C 0.163 3.968 5.381 0.10 0.08 2.22 -0.446
C -0.251 2.985 6.287 0.05 -0.04 0.26 -0.757
C -0.844 1.816 5.823 0.59 0.77 1.87 -0.091
H -0.431 0.150 1.390 -0.21 -0.19 -0.35 -0.628
H -2.440 -2.333 4.982 0.14 -0.19 0.13 0.527
H -1.028 -4.218 5.808 0.17 0.24 0.02 0.509
H 1.456 -3.981 5.812 -0.05 0.13 0.01 0.491
H 2.516 -1.923 4.900 -0.35 0.00 0.08 0.500
H 1.084 -0.027 4.109 0.03 -0.32 0.08 0.485
H -0.825 2.479 2.469 -0.01 0.29 0.26 0.188
H 0.244 4.598 3.300 -0.03 -0.23 0.29 0.502
H 0.665 4.863 5.751 -0.14 -0.16 -0.05 0.465
H -0.105 3.116 7.361 0.04 0.04 -0.33 0.461
H -1.124 1.013 6.504 0.00 0.30 0.01 0.516
```
Forces are in eV/Å.

As for the total charge: +4. The HOMO-LUMO gap (spin up / spin down) is 6.10 / 3.44 eV. For the LUMO energy (spin up / spin down), the calculation gives -13.53 / -16.11 eV. As for the expectation value of S²: 3.97. The relative energy (zero: lowest compared OMol25 entry of this formula, charge and spin) comes out at 0.0 kcal/mol. Its strongest force on any atom is 6.625 eV/Å. The spin multiplicity is 4.